Entry 1:
{"formula": "C2H4N4O", "method": "ωB97M-V with the def2-TZVPD basis set", "elements": ["C", "C", "H", "H", "H", "H", "N", "N", "N", "N", "O"], "xyz": [[0.892, -0.557, 0.025], [-0.791, 0.757, -0.534], [1.834, -1.622, 1.709], [3.254, -1.434, 0.249], [-0.987, 2.383, -1.796], [-2.100, -0.213, 0.483], [1.898, -1.314, 0.359], [0.675, 0.629, -0.485], [-1.498, 1.578, -1.177], [-1.218, 0.131, 0.612], [-0.201, -0.936, 0.906]], "forces_ev_per_a": [[-2.91, 4.22, 2.67], [3.39, 2.66, 0.27], [-0.19, 1.19, -5.61], [-6.02, 1.49, -0.43], [-1.16, -3.30, 1.93], [-2.77, -1.96, 0.12], [7.38, -4.28, 5.76], [-0.25, -2.23, -2.04], [0.70, 2.11, -1.66], [3.25, -0.73, 0.90], [-1.43, 0.83, -1.92]], "multiplicity": 1, "orbital_gap_ev": 8.51}



Entry 2:
{"formula": "C5H9P", "method": "ωB97M-V with the def2-TZVPD basis set", "elements": ["C", "P", "C", "C", "C", "C", "H", "H", "H", "H", "H", "H", "H", "H", "H"], "xyz": [[-1.984, -0.251, 0.748], [-1.122, 0.249, -0.861], [-0.009, 1.557, -0.284], [1.286, 1.052, 0.189], [1.414, -0.518, -0.048], [0.290, -1.013, -0.883], [-2.448, 0.719, 1.126], [-1.173, -0.325, 1.390], [-2.788, -0.988, 0.794], [-0.044, 2.567, -0.307], [2.013, 1.706, 0.506], [2.408, -0.765, -0.462], [1.338, -1.043, 0.835], [0.726, -0.878, -1.928], [0.093, -2.070, -0.815]], "forces_ev_per_a": [[-1.27, 3.03, -0.75], [-0.69, -1.08, -0.30], [5.65, -4.92, 2.28], [-6.79, -1.99, -3.41], [1.25, 2.48, 0.15], [0.48, 1.75, -3.18], [0.24, -1.00, -0.58], [1.28, -1.08, 1.71], [0.62, -0.22, -0.36], [-0.99, 3.02, -0.10], [1.82, 1.14, 0.73], [-0.40, 0.18, 0.06], [0.29, -0.83, 2.60], [-1.01, -0.30, 0.72], [-0.49, -0.20, 0.41]], "smiles": "CP1C=CCC1", "multiplicity": 1, "orbital_gap_ev": 9.16}



Entry 3:
{"formula": "C12H39CaO19P3S", "method": "ωB97M-V with the def2-TZVPD basis set", "elements": ["Ca", "S", "O", "O", "O", "O", "C", "O", "H", "H", "H", "H", "C", "O", "H", "H", "H", "H", "C", "O", "H", "H", "H", "H", "C", "O", "P", "O", "O", "C", "O", "C", "H", "H", "H", "H", "H", "H", "H", "H", "H", "C", "O", "P", "O", "O", "C", "O", "C", "H", "H", "H", "H", "H", "H", "H", "H", "H", "C", "O", "P", "O", "O", "C", "O", "C", "H", "H", "H", "H", "H", "H", "H", "H", "H"], "xyz": [[-0.495, -0.131, 0.783], [-3.021, -1.566, 0.640], [-3.327, -2.682, -0.259], [-2.613, -0.346, -0.154], [-4.114, -1.237, 1.552], [-1.748, -1.871, 1.406], [2.344, -1.701, 2.974], [1.010, -1.465, 2.572], [2.987, -1.215, 2.242], [2.549, -1.258, 3.958], [2.589, -2.764, 3.026], [0.416, -2.012, 3.096], [-0.564, 1.197, 4.134], [-1.151, 0.350, 3.145], [0.270, 1.724, 3.679], [-1.290, 1.917, 4.515], [-0.182, 0.615, 4.979], [-2.042, 0.128, 3.438], [2.483, 0.970, -0.009], [1.654, 0.946, 1.157], [3.535, 0.840, 0.242], [2.176, 0.178, -0.690], [2.340, 1.908, -0.552], [2.218, 1.065, 1.924], [2.520, -2.638, -2.731], [1.820, -3.594, -1.916], [1.384, -3.184, -0.470], [0.676, -1.928, -0.309], [0.567, -4.462, -0.121], [0.033, -4.608, 1.204], [2.708, -3.210, 0.407], [3.475, -4.416, 0.468], [3.502, -3.044, -2.964], [2.636, -1.682, -2.216], [1.928, -2.483, -3.626], [-1.016, -4.320, 1.199], [0.595, -4.017, 1.930], [0.137, -5.656, 1.489], [3.036, -5.222, -0.114], [3.534, -4.734, 1.512], [4.488, -4.193, 0.136], [-3.605, 3.437, 2.080], [-2.699, 4.055, 1.143], [-1.232, 3.507, 1.014], [-1.151, 2.089, 0.691], [-0.497, 3.910, 2.346], [-0.476, 5.280, 2.745], [-0.598, 4.470, -0.047], [-0.845, 4.215, -1.442], [-3.836, 4.167, 2.853], [-3.162, 2.544, 2.523], [-4.498, 3.139, 1.540], [0.536, 5.666, 2.646], [-0.797, 5.346, 3.786], [-1.158, 5.907, 2.171], [0.118, 4.135, -1.944], [-1.413, 5.048, -1.848], [-1.377, 3.274, -1.587], [-2.556, 1.144, -3.580], [-1.133, 1.295, -3.799], [-0.171, 0.395, -2.941], [-0.346, 0.561, -1.511], [1.242, 0.811, -3.482], [1.674, 0.426, -4.799], [-0.374, -1.075, -3.445], [-1.382, -1.910, -2.803], [-2.773, 0.625, -2.644], [-2.986, 0.616, -4.429], [-2.986, 2.143, -3.549], [0.858, 0.018, -5.395], [2.454, -0.323, -4.705], [2.034, 1.319, -5.303], [-1.708, -1.517, -1.839], [-0.968, -2.905, -2.652], [-2.236, -2.009, -3.475]], "forces_ev_per_a": [[-0.38, -0.39, -0.22], [-0.42, -0.21, -0.28], [0.12, 0.21, 0.12], [-0.17, 0.03, -0.13], [0.33, 0.00, 0.06], [-0.05, -0.49, 0.67], [0.07, 0.31, 0.34], [0.08, -0.14, 0.12], [0.05, -0.17, -0.05], [-0.03, -0.04, -0.04], [0.02, 0.00, -0.13], [-0.30, 0.13, -0.09], [-0.02, -0.33, -0.02], [0.07, 0.51, 0.59], [-0.08, 0.09, -0.07], [0.08, 0.14, -0.05], [-0.05, -0.05, -0.04], [-0.08, -0.38, -0.39], [-0.05, 0.22, -0.44], [0.47, 0.09, -0.15], [0.00, 0.01, 0.05], [-0.05, -0.13, 0.17], [0.09, 0.04, 0.15], [-0.18, -0.02, 0.11], [-0.07, -0.02, 0.19], [0.25, 0.11, -0.59], [-0.35, -0.65, 0.27], [0.31, 1.07, -0.24], [0.17, -0.48, 0.04], [-0.30, -0.33, 0.40], [-0.01, 0.05, -0.01], [0.30, -0.02, 0.43], [-0.02, -0.02, -0.08], [-0.04, 0.00, -0.01], [0.02, 0.00, -0.13], [0.06, 0.23, 0.03], [-0.09, 0.14, -0.13], [-0.01, 0.01, -0.20], [0.00, 0.05, -0.14], [-0.09, 0.04, -0.06], [-0.04, -0.06, -0.16], [0.10, -0.19, -0.03], [-0.27, 0.25, 0.02], [-0.19, -0.04, -0.22], [0.20, 0.17, 0.43], [0.10, -0.10, 0.05], [-0.10, 0.49, 0.41], [0.11, 0.18, -0.16], [0.07, -0.09, -0.24], [-0.06, 0.00, 0.00], [-0.01, -0.01, -0.04], [-0.04, 0.04, -0.01], [0.01, -0.03, -0.02], [0.15, -0.16, -0.02], [0.04, -0.17, -0.19], [-0.01, 0.07, 0.04], [-0.02, -0.01, 0.01], [-0.03, 0.02, 0.07], [-0.12, 0.11, -0.06], [-0.28, 0.34, -0.26], [-0.37, -0.42, -0.38], [0.61, 0.53, 0.80], [0.31, -0.14, -0.16], [-0.26, 0.20, -0.13], [0.14, -0.32, -0.08], [-0.38, -0.51, 0.11], [0.03, 0.00, 0.06], [0.05, -0.11, 0.03], [0.05, 0.02, 0.06], [-0.06, -0.05, 0.13], [0.12, 0.03, -0.02], [0.18, -0.02, 0.08], [0.04, 0.11, -0.12], [0.20, 0.12, -0.04], [0.05, 0.17, -0.01]], "multiplicity": 1, "orbital_gap_ev": 7.05}



Entry 4:
{"formula": "C16H29AsCoOS3", "method": "ωB97M-V with the def2-TZVPD basis set", "elements": ["Co", "C", "C", "C", "C", "C", "C", "C", "H", "H", "H", "H", "H", "H", "H", "H", "C", "C", "S", "C", "C", "S", "C", "C", "S", "H", "H", "H", "H", "H", "H", "H", "H", "H", "H", "H", "H", "C", "As", "C", "C", "O", "H", "H", "H", "H", "H", "H", "H", "H", "H"], "xyz": [[-0.158, -0.567, 0.222], [-2.243, -3.495, -0.004], [-1.987, -2.108, -0.460], [-1.590, -1.878, -1.797], [-1.708, -0.616, -2.367], [-2.105, 0.476, -1.595], [-2.377, 0.307, -0.235], [-2.336, -0.982, 0.337], [-2.266, -3.603, 1.078], [-1.545, -4.207, -0.436], [-3.241, -3.783, -0.364], [-1.318, -2.723, -2.412], [-1.554, -0.501, -3.431], [-2.248, 1.444, -2.055], [-2.764, 1.139, 0.339], [-2.811, -1.155, 1.297], [1.163, -3.162, 2.835], [1.949, -3.261, 1.544], [2.029, -1.754, 0.501], [2.866, -0.470, 1.512], [2.100, 0.154, 2.665], [0.435, 0.811, 2.215], [-0.619, 0.271, 3.621], [-0.513, -1.188, 4.031], [-0.465, -2.344, 2.608], [1.718, -2.635, 3.610], [0.952, -4.172, 3.202], [1.523, -4.012, 0.874], [2.976, -3.560, 1.766], [3.117, 0.291, 0.768], [3.794, -0.908, 1.883], [2.666, 1.021, 3.018], [1.992, -0.530, 3.501], [-1.632, 0.525, 3.306], [-0.365, 0.910, 4.471], [-1.398, -1.452, 4.619], [0.357, -1.382, 4.659], [3.113, 0.028, -3.009], [1.859, 1.279, -2.187], [0.663, 1.961, -3.548], [2.754, 2.815, -1.393], [0.978, 0.465, -0.967], [3.561, 0.543, -3.860], [2.577, -0.851, -3.372], [3.908, -0.272, -2.325], [1.248, 2.622, -4.192], [-0.143, 2.543, -3.096], [0.258, 1.152, -4.155], [3.278, 3.325, -2.206], [3.485, 2.539, -0.630], [2.011, 3.498, -0.971]], "forces_ev_per_a": [[1.01, 0.53, -0.50], [-0.19, -0.40, 0.05], [-0.02, 0.51, -0.22], [-0.16, 0.13, 0.36], [-0.08, -0.03, 0.21], [0.01, -0.11, 0.29], [-0.32, -0.04, -0.33], [-0.53, -0.30, -0.41], [-0.04, -0.01, -0.01], [0.07, -0.07, -0.01], [0.14, 0.03, 0.06], [0.05, -0.10, -0.06], [0.12, 0.04, -0.05], [0.06, 0.05, 0.05], [0.14, 0.01, 0.08], [0.21, 0.06, 0.08], [-0.05, 0.12, 0.02], [0.11, 0.31, -0.35], [-0.31, -0.08, 0.46], [-0.18, -0.25, -0.39], [-0.27, 0.38, 0.10], [0.08, -0.68, 0.04], [0.18, 0.34, -0.27], [0.01, -0.11, 0.01], [0.58, 0.23, 0.35], [-0.13, 0.01, -0.02], [-0.12, 0.05, 0.06], [0.07, 0.03, 0.01], [-0.07, -0.08, 0.00], [0.03, -0.14, 0.09], [0.01, 0.07, -0.03], [-0.02, -0.14, 0.04], [-0.03, 0.03, 0.02], [0.06, 0.03, 0.02], [-0.12, -0.09, -0.02], [0.02, -0.09, -0.08], [-0.02, -0.06, -0.12], [-0.25, 0.37, 0.10], [0.24, 0.06, -0.05], [0.14, -0.06, 0.17], [-0.14, -0.22, -0.25], [-0.15, -0.09, 0.30], [0.00, 0.00, 0.01], [-0.05, 0.15, 0.11], [-0.17, 0.11, 0.06], [0.00, -0.04, 0.02], [0.16, -0.10, 0.04], [0.07, 0.00, 0.09], [-0.02, -0.02, 0.06], [-0.13, -0.14, -0.12], [0.04, -0.20, -0.09]], "multiplicity": 5, "charge": 3, "orbital_gap_ev": [9.96, 5.70]}



Table of electronic energy (a.u.), in record order: -372.64990 -537.18761 -4010.49339 -5514.37021